{
  "formula": "C57H62B2Cl12F5N3O8P3S",
  "method": "the ωB97M-V functional and the def2-TZVPD basis",
  "e_tot_ha": -10468.831118,
  "multiplicity": 1,
  "orbital_gap_ev": 7.84,
  "molar_mass_g_mol": 1584.175,
  "lumo_ev": -2.367,
  "fmax_ev_per_a": 2.80,
  "charge": 1,
  "homo_energy_ev": -10.21,
  "species": ["C", "C", "C", "C", "C", "C", "N", "C", "O", "C", "F", "F", "F", "C", "C", "C", "O", "O", "C", "C", "O", "P", "S", "C", "B", "N", "O", "P", "C", "C", "N", "B", "O", "O", "C", "P", "C", "O", "C", "F", "C", "C", "F", "H", "H", "H", "H", "H", "H", "H", "H", "H", "H", "H", "H", "H", "H", "H", "H", "H", "H", "H", "H", "H", "H", "H", "H", "H", "H", "H", "H", "H", "H", "H", "H", "H", "H", "H", "H", "H", "H", "Cl", "C", "C", "Cl", "C", "C", "C", "C", "H", "H", "H", "H", "Cl", "C", "C", "Cl", "C", "C", "C", "C", "H", "H", "H", "H", "Cl", "C", "C", "Cl", "C", "C", "C", "C", "H", "H", "H", "H", "Cl", "C", "C", "Cl", "C", "C", "C", "C", "H", "H", "H", "H", "Cl", "C", "C", "Cl", "C", "C", "C", "C", "H", "H", "H", "H", "Cl", "C", "C", "Cl", "C", "C", "C", "C", "H", "H", "H", "H"],
  "coordinates": [[-1.08311, -1.04918, -3.00617], [-0.04624, -1.59337, -2.68642], [1.18330, -2.31290, -2.41212], [2.24986, -1.56032, -1.63028], [1.90452, -1.27659, -0.13790], [1.75802, 0.22105, 0.14667], [2.94226, 1.02708, -0.10355], [4.30737, 0.55993, -0.24005], [4.52608, -0.84268, -0.33984], [5.62623, -1.30406, 0.28161], [5.50321, -1.30211, 1.61823], [5.76206, -2.58893, -0.10639], [6.74031, -0.65121, -0.06706], [2.72036, 2.45779, -0.10701], [1.84080, 2.75055, -1.38596], [2.22182, 1.93713, -2.58458], [3.30582, 1.83370, -3.07702], [1.12780, 1.31848, -3.17258], [0.22475, 2.23734, -3.68134], [0.74476, 3.31900, -4.60013], [-0.94593, 2.18173, -3.40404], [4.19074, 3.60170, -0.57921], [6.03256, 3.28634, -0.05287], [1.99337, 2.99266, 1.19801], [3.27646, 3.28190, 2.19954], [3.64925, 4.62949, 2.67578], [4.11758, 2.23616, 2.49784], [1.31523, 4.69964, 0.96752], [0.72249, 5.60400, 2.42174], [0.19061, 5.12025, -0.41232], [1.06435, 1.91755, 1.93801], [-0.34438, 2.32673, 1.44431], [-1.16561, 3.17640, 2.14135], [-0.77972, 1.77137, 0.30384], [-1.98378, 2.25061, -0.30210], [1.33287, 2.47250, 3.73311], [2.23192, 1.25427, 4.74639], [-0.10128, 2.41567, 4.52974], [1.30328, 0.47047, 1.64321], [2.46340, 0.02614, 2.25416], [0.24321, -0.52822, 2.14321], [-0.45972, -0.30386, 3.46763], [-0.80409, -0.80272, 1.28979], [-2.00359, -0.67687, -3.36276], [1.63456, -2.59772, -3.35870], [0.97966, -3.24946, -1.91053], [2.63329, -0.68803, -2.14012], [3.08160, -2.25116, -1.57545], [0.97804, -1.82330, 0.01482], [2.62270, -1.75081, 0.50952], [0.91983, 0.44954, -0.51277], [4.79022, 1.00910, -1.10400], [4.91007, 0.90285, 0.59876], [0.78176, 2.61960, -1.20767], [1.95740, 3.78462, -1.71255], [0.44361, 4.26138, -4.16133], [1.81112, 3.26886, -4.76619], [0.18856, 3.22646, -5.52178], [4.18121, 3.71469, -1.97509], [3.81490, 4.88505, -0.16529], [4.11521, 4.55971, 3.57358], [4.34658, 4.99351, 2.03206], [4.41654, 2.27974, 3.40802], [0.93470, 6.65223, 2.23464], [-0.34664, 5.53661, 2.59071], [1.23964, 5.36263, 3.33404], [0.67861, 5.81752, -1.08424], [-0.19888, 4.32804, -1.03386], [-0.67981, 5.65123, -0.03005], [-1.80472, 2.70860, 2.68830], [-2.05110, 1.76070, -1.26687], [-2.87230, 1.95627, 0.23980], [-1.97032, 3.31171, -0.50234], [3.13288, 0.83824, 4.31852], [2.56438, 1.90998, 5.58168], [1.63002, 0.49542, 5.21092], [0.12117, 2.63270, 5.44872], [0.73396, -1.48541, 2.27226], [-1.12823, 0.54493, 3.44237], [0.15926, -0.33725, 4.34497], [-1.13316, -1.14911, 3.55874], [-1.32972, -6.54858, -1.66328], [-0.53062, -7.46195, -2.89627], [0.79694, -7.84322, -2.76548], [1.72218, -7.43650, -1.36055], [1.41149, -8.56747, -3.77598], [0.70161, -8.91222, -4.91283], [-0.62791, -8.53412, -5.04183], [-1.24160, -7.80957, -4.03494], [2.44648, -8.86179, -3.67316], [1.18552, -9.47573, -5.69827], [-1.18631, -8.80366, -5.92744], [-2.27610, -7.51296, -4.13372], [-3.27113, -1.00508, 0.07288], [-4.24557, -2.44200, 0.15551], [-3.68349, -3.70280, 0.27773], [-1.97669, -3.92102, 0.39244], [-4.49564, -4.82591, 0.33288], [-5.87073, -4.69153, 0.27173], [-6.43746, -3.42936, 0.16375], [-5.62630, -2.30983, 0.10806], [-4.05049, -5.80642, 0.42747], [-6.49993, -5.56965, 0.31392], [-7.51217, -3.31735, 0.12278], [-6.06767, -1.32887, 0.02289], [1.80336, 1.80339, 7.63567], [0.67017, 1.39690, 8.89577], [0.26033, 2.33589, 9.82888], [0.83958, 3.96233, 9.78765], [-0.63795, 1.97130, 10.82054], [-1.12365, 0.67620, 10.87559], [-0.71462, -0.26066, 9.93636], [0.18273, 0.10083, 8.94714], [-0.95724, 2.70124, 11.55031], [-1.82183, 0.39713, 11.65198], [-1.09351, -1.27212, 9.97558], [0.50500, -0.62805, 8.21619], [-5.40454, -0.32165, -2.55656], [-6.81470, -0.54034, -3.53394], [-6.84692, -1.48604, -4.54750], [-5.48660, -2.49961, -4.87772], [-7.99067, -1.63276, -5.31839], [-9.09874, -0.83975, -5.07569], [-9.06750, 0.10324, -4.05738], [-7.92628, 0.25200, -3.28866], [-8.01409, -2.36858, -6.10932], [-9.98695, -0.95744, -5.68053], [-9.93206, 0.72255, -3.86292], [-7.89885, 0.98635, -2.49602], [-2.14615, 7.64670, -0.47335], [-3.49898, 7.17346, -1.45288], [-3.35562, 6.36887, -2.57399], [-1.81140, 5.76925, -3.07709], [-4.46764, 6.02590, -3.32768], [-5.72151, 6.48279, -2.96271], [-5.86660, 7.28449, -1.83962], [-4.75698, 7.62874, -1.08803], [-4.35208, 5.40124, -4.20193], [-6.58490, 6.21420, -3.55491], [-6.84434, 7.64256, -1.54957], [-4.86857, 8.25444, -0.21409], [7.32802, -9.40882, -2.43250], [7.08030, -7.71238, -2.21692], [7.20106, -6.82087, -3.27306], [7.59392, -7.35672, -4.86881], [7.00181, -5.46482, -3.05912], [6.67997, -4.99921, -1.79602], [6.55473, -5.89187, -0.74074], [6.75526, -7.24483, -0.95190], [7.09759, -4.77216, -3.88314], [6.52744, -3.94580, -1.63691], [6.30069, -5.53275, 0.24737], [6.65929, -7.94140, -0.13133]],
  "forces_ev_per_angstrom": [[1.5946, -1.0328, 0.4841], [-1.7340, 0.7372, -0.5116], [0.3551, 0.3884, -0.1457], [0.4202, -0.6495, 0.9896], [0.0106, -0.3272, -0.7793], [-1.2121, -0.1758, 0.1759], [-0.2897, -0.6330, 0.1188], [1.6329, 0.5653, 0.8041], [-0.4958, 0.1253, -0.0518], [-0.1848, -0.7783, -0.4514], [0.2286, 0.2801, -0.1619], [-0.0322, 0.5293, 0.3333], [-0.2437, 0.0053, 0.3666], [-1.4640, 0.0699, -1.8080], [-0.1617, 0.2921, 0.1980], [0.4911, -0.4019, -0.7148], [-0.2008, -0.1638, 0.4917], [0.0200, 0.5565, -0.0120], [-1.5262, 0.3671, -0.0968], [0.0017, -0.5301, 0.4793], [0.9999, -0.4164, -0.0217], [2.0412, 0.1242, 0.0069], [-0.0268, 0.0242, 0.3413], [1.3279, 0.4439, 0.3473], [0.2836, 0.8243, 0.9876], [-0.3925, -0.4820, -0.3314], [-1.4153, -0.7645, 0.0570], [1.4424, 0.8219, -0.7491], [-0.6966, 0.1010, 0.2311], [-0.9167, -0.1895, 0.1931], [-0.4677, -1.0626, 0.4351], [-1.3811, 0.1621, -0.5227], [0.6851, -0.1384, 0.3109], [0.8618, 0.3558, 0.2365], [-0.4817, -0.6562, -0.9806], [0.7608, 0.7238, 0.5751], [0.6138, 0.4229, 0.0547], [0.1967, 0.0262, -0.4565], [1.0615, -1.7212, -1.9378], [-0.1108, 0.6065, 1.2635], [-0.7736, -0.7037, 1.1995], [-0.4993, -0.2565, -0.2487], [0.4332, 0.6747, -0.8499], [-0.3324, 0.3069, 0.0136], [-0.0200, -0.0344, -0.2813], [-0.2627, -0.2769, 0.2685], [-0.1399, 0.2630, -0.2528], [0.3151, -0.0442, -0.2512], [-0.4423, 0.4950, 0.3171], [0.2799, -0.0042, 0.1774], [0.1117, 0.7454, -0.1256], [-0.3238, 0.0300, -0.4240], [-0.1483, 0.1172, 0.2610], [-0.0099, -0.2667, 0.2361], [-0.0597, 0.2633, 0.0507], [0.0969, 0.3193, 0.0755], [0.1745, 0.0596, -0.1581], [0.0144, -0.0516, -0.3445], [-0.6678, -0.2056, 0.0871], [-0.6803, -0.2353, -0.0537], [0.2133, 0.0640, 0.0330], [0.0010, 0.3856, 0.0105], [0.7809, 0.1833, -0.0611], [0.1977, 0.1491, -0.2382], [-0.2108, -0.2770, -0.0562], [0.3006, -0.2768, 0.0835], [0.3525, 0.1022, -0.0073], [-0.0681, -0.2526, 0.0583], [0.0123, -0.1309, 0.1751], [-0.1951, 0.2084, 0.1746], [0.1399, -0.1348, -0.1250], [-0.0417, 0.0741, 0.4995], [0.0996, 0.3311, 0.3600], [-0.0622, -0.1488, -0.2639], [-0.0945, -0.2041, -0.8625], [-0.1894, -0.3258, -0.0421], [-0.2663, -0.0755, 0.2533], [0.7434, 0.0422, -0.3018], [0.0903, 0.4431, 0.1820], [0.2720, 0.3097, 0.1424], [-0.0591, -0.2759, -0.0201], [0.0691, 0.0120, -0.0022], [-0.1403, 0.0301, 0.0293], [0.1435, -0.0288, 0.0217], [-0.0364, 0.0500, 0.0206], [0.0187, -0.0729, -0.1378], [-0.0837, 0.0262, -0.0063], [0.0829, -0.0168, 0.0118], [-0.0105, -0.0716, -0.1476], [0.0134, 0.0391, 0.0872], [0.0254, -0.0115, 0.0064], [-0.0244, 0.0082, -0.0026], [-0.0082, 0.0496, 0.0864], [-0.2585, -0.2690, -0.0825], [-0.2128, 0.2388, 0.0083], [0.0953, -0.0703, 0.0371], [0.1944, 0.1001, 0.0134], [-0.1449, -0.0885, -0.0081], [-0.0343, 0.0676, -0.0143], [0.0313, -0.0586, 0.0083], [-0.1246, -0.0607, 0.0391], [0.1019, 0.0321, -0.0074], [0.0132, -0.0239, -0.0007], [-0.0074, 0.0287, -0.0031], [0.0671, 0.0637, 0.0050], [-0.4048, 0.0742, 0.8206], [0.0185, -0.0800, 0.0266], [0.0147, 0.2096, 0.0744], [0.0381, -0.0095, -0.0578], [-0.1141, -0.1390, 0.0736], [0.0436, -0.0355, -0.0732], [-0.0436, 0.0597, 0.0656], [-0.0396, -0.1287, -0.0270], [0.0561, 0.0788, -0.0315], [-0.0077, 0.0175, 0.0190], [0.0155, -0.0196, -0.0147], [0.0670, 0.0473, -0.0207], [0.0851, 0.0614, -0.0914], [0.0094, 0.1117, 0.0944], [0.0366, -0.1539, -0.1244], [0.0360, 0.0308, 0.0466], [-0.1599, 0.0446, -0.0345], [0.0120, 0.0509, 0.0601], [-0.0024, -0.0548, -0.0561], [-0.1424, 0.0438, -0.0241], [0.0917, -0.0375, 0.0108], [-0.0011, -0.0208, -0.0169], [0.0001, 0.0171, 0.0173], [0.0921, -0.0117, 0.0284], [-0.1097, 0.0817, -0.1448], [-0.0214, 0.0926, 0.1443], [0.0085, -0.0465, -0.0680], [0.0563, 0.0393, 0.0330], [-0.1501, -0.0250, -0.0537], [-0.0075, 0.0408, 0.0694], [0.0078, -0.0458, -0.0541], [-0.1550, 0.0162, 0.0093], [0.1004, -0.0147, 0.0060], [0.0049, -0.0158, -0.0255], [-0.0005, 0.0253, 0.0195], [0.0935, 0.0123, 0.0207], [-0.0010, 0.0013, -0.0637], [-0.0101, -0.1226, 0.1155], [0.0135, 0.0896, -0.1584], [0.0047, -0.0594, 0.0248], [-0.0450, 0.0946, 0.1091], [0.0227, -0.1662, -0.0450], [-0.0037, 0.0419, -0.0510], [-0.0433, 0.1281, 0.1092], [0.0300, -0.0681, -0.0721], [0.0253, 0.0552, -0.0602], [0.0060, -0.0137, 0.0198], [0.0249, -0.0873, -0.0510]]
}